C11H27ClN12O5 | ωB97M-V/def2-TZVPD

Calculated values
DFT total energy: -1928.7879 a.u.
2S+1: 1
Structure (SMILES): CC[C@H](C#N)[C@H](Cl)C#N.NC(N)=O.NC(N)=O.NC(N)=O.NC(N)=O.NC(N)=O
Frontier orbital gap: 9.3671 eV
LUMO level: -0.001 Eh

Each line ends with the natural charge from an NBO analysis.
Atoms and positions in Å:
C1 2.31057 -0.88463 -2.87229  -0.635
C2 0.87057 -1.40151 -3.53306  -0.427
C3 -0.21728 -1.89640 -2.39564  -0.320
C4 -0.79691 -3.43194 -2.69538  0.244
N1 -0.85180 -4.70377 -3.03312  -0.324
C5 -1.53838 -0.90418 -2.35825  -0.241
Cl1 -2.86018 -1.50084 -1.20387  -0.042
C6 -2.26562 -0.75301 -3.85463  0.235
N2 -2.34202 -0.55355 -5.15387  -0.291
H1 2.07254 -0.08596 -2.04599  0.225
H2 3.00389 -1.76117 -2.52482  0.220
H3 2.87309 -0.33783 -3.76971  0.255
H4 0.49144 -0.48750 -4.18697  0.231
H5 1.02728 -2.29294 -4.30985  0.245
H6 0.25454 -1.84087 -1.30267  0.331
H7 -1.13639 0.14282 -1.95599  0.277
N3 5.62227 3.08852 -2.98933  -0.831
C7 5.41301 1.76867 -2.82972  0.774
N4 5.83963 1.28111 -1.65010  -0.837
O1 4.88215 1.07376 -3.68136  -0.687
H8 6.05886 3.66729 -2.29236  0.390
H9 5.31944 3.50372 -3.85952  0.402
H10 5.70542 0.29379 -1.48100  0.405
H11 6.27775 1.84737 -0.94381  0.388
N5 0.93845 -1.43571 2.36114  -0.835
C8 1.22081 -0.59865 1.34582  0.777
N6 1.27608 0.69870 1.69946  -0.838
O2 1.41037 -0.98293 0.20285  -0.692
H12 0.78113 -1.12653 3.30506  0.389
H13 0.88546 -2.42202 2.14736  0.415
H14 1.48514 1.36869 0.97227  0.412
H15 1.12108 1.02270 2.63885  0.389
N7 -6.97385 -0.05222 2.34142  -0.837
C9 -5.67825 -0.08642 1.97878  0.757
N8 -5.45346 -0.67588 0.78998  -0.840
O3 -4.78419 0.37713 2.66855  -0.689
H16 -7.71568 -0.43193 1.77854  0.392
H17 -7.19571 0.38055 3.22732  0.409
H18 -4.49554 -0.72704 0.47192  0.414
H19 -6.18479 -1.05995 0.21631  0.395
N9 -4.33322 -2.25698 3.92518  -0.838
C10 -4.54248 -3.57682 4.08478  0.761
N10 -4.11587 -4.06439 5.26441  -0.848
O4 -5.07335 -4.27173 3.23315  -0.672
H20 -3.89664 -1.67821 4.62214  0.387
H21 -4.63605 -1.84178 3.05499  0.416
H22 -4.25007 -5.05170 5.43351  0.407
H23 -3.67775 -3.49812 5.97070  0.382
N11 4.41172 5.03844 1.02205  -0.843
C11 3.68574 4.41133 0.07815  0.764
N12 2.39506 4.78989 0.03270  -0.846
O5 4.15719 3.57165 -0.67197  -0.673
H24 4.03033 5.73107 1.64344  0.389
H25 5.38823 4.78920 1.09714  0.407
H26 1.80664 4.34785 -0.65995  0.413
H27 1.99965 5.48083 0.64728  0.389

C11H27CuF6N6O8 | ωB97M-V/def2-TZVPD

Calculated values
DFT total energy: -3605.5371 a.u.
2S+1: 1
Frontier orbital gap: 8.0554 eV
LUMO level: 0.013 Eh

Each line ends with the natural charge from an NBO analysis.
Atoms and positions in Å:
Cu1 -0.08454 -0.76033 -0.30742  0.918
O1 -1.34226 1.06754 2.47110  -0.807
H1 -0.54302 1.44921 2.87741  0.540
H2 -1.32364 0.09692 2.72297  0.567
H3 -1.27016 1.10733 1.46562  0.585
C1 -1.19126 1.87859 -1.38122  0.345
O2 -0.34497 3.02347 -1.32534  -0.551
O3 -1.15226 1.32525 -0.15727  -0.977
C2 -2.60101 2.10401 -1.94849  0.927
F1 -3.12001 0.85915 -2.21899  -0.356
F2 -3.50250 2.67260 -1.11113  -0.325
F3 -2.62460 2.82558 -3.09017  -0.331
C3 0.03581 3.72763 -2.50853  -0.074
C4 1.18674 4.63121 -2.04812  -0.627
H4 1.89586 4.07452 -1.42666  0.208
H5 1.79173 5.02555 -2.86196  0.212
H6 0.77018 5.33656 -1.33219  0.217
H7 -0.79272 4.41488 -2.71497  0.172
H8 0.17093 3.15772 -3.43172  0.158
H9 -0.72362 1.19036 -2.11472  0.096
C5 0.23110 -1.70728 3.10467  0.309
O4 -0.34686 -0.66972 3.95840  -0.605
O5 0.24592 -1.30842 1.81879  -0.970
C6 1.56739 -2.17658 3.69419  0.923
F4 2.25911 -1.18019 4.23879  -0.313
F5 1.34455 -3.18918 4.56545  -0.333
F6 2.34694 -2.72860 2.74213  -0.327
C7 -1.00910 -1.10137 5.11759  -0.075
C8 -1.62824 0.10177 5.86851  -0.630
H10 -2.65674 0.22661 5.53651  0.210
H11 -1.53078 -0.05407 6.93980  0.221
H12 -1.03681 0.99501 5.66290  0.211
H13 -0.37952 -1.58397 5.87571  0.175
H14 -1.75108 -1.88157 4.91064  0.170
H15 -0.55375 -2.47495 3.12997  0.134
C9 -2.17977 -2.49522 -2.08998  0.796
O6 -1.80412 -1.87453 -1.10394  -0.715
N1 -3.28733 -2.11509 -2.81617  -0.850
N2 -1.60723 -3.65967 -2.49548  -0.843
H16 -3.73034 -2.75208 -3.44383  0.388
H17 -3.66578 -1.22414 -2.54569  0.427
H18 -0.69182 -3.82244 -2.11495  0.418
H19 -2.06741 -4.22951 -3.17376  0.391
C10 3.48503 0.06598 0.03321  0.772
O7 4.48883 0.18383 -0.66770  -0.689
N3 2.79475 1.15244 0.49462  -0.853
N4 2.92609 -1.12367 0.39336  -0.860
H20 2.03183 1.01798 1.13414  0.385
H21 3.04150 2.08420 0.22851  0.402
H22 2.17255 -1.12695 1.07178  0.423
H23 3.56791 -1.88676 0.26627  0.401
C11 1.35133 -1.09110 -3.27020  0.796
O8 1.00455 -1.31526 -2.10909  -0.733
N5 1.47450 0.10681 -3.87028  -0.816
N6 1.68139 -2.19171 -4.02833  -0.841
H24 1.03748 0.83798 -3.32769  0.419
H25 1.63810 0.11533 -4.85681  0.400
H26 1.88367 -3.02042 -3.50060  0.405
H27 2.11743 -2.11118 -4.92970  0.383

C11H27FN8O19 | ωB97M-V/def2-TZVPD

Calculated values
DFT total energy: -2401.5022 a.u.
2S+1: 1
Energy above the lowest of the compared OMol25 structures with the same formula, charge and spin: 1461.7 kJ/mol
Structure (SMILES): O=C1OC[C@@H](F)O1.C[N+](=O)[O-].C[N+](=O)[O-].C[N+](=O)[O-].C[N+](=O)[O-].C[N+](=O)[O-].C[N+](=O)[O-].C[N+](=O)[O-].C[N+](=O)[O-]
Frontier orbital gap: 8.7804 eV
LUMO level: -0.045 Eh

Each line ends with the natural charge from an NBO analysis.
Atoms and positions in Å:
O1 16.13776 -19.03406 -32.27032  -0.641
C1 17.08026 -19.34098 -31.58777  1.062
O2 17.54863 -18.65965 -30.53346  -0.506
C2 18.48257 -19.51068 -29.80454  -0.137
C3 18.11251 -20.86856 -30.27402  0.383
F1 17.25795 -21.43459 -29.42689  -0.339
O3 17.55354 -20.63840 -31.52727  -0.508
H1 19.51774 -19.22489 -29.99124  0.244
H2 18.29763 -19.44566 -28.73231  0.226
H3 18.95245 -21.54973 -30.41042  0.241
C4 16.79266 -17.14269 -28.89722  -0.453
N1 17.55602 -16.03466 -28.22983  0.537
O4 17.72078 -15.90494 -27.03576  -0.437
O5 17.98099 -15.23124 -28.99306  -0.396
H4 17.32627 -18.08084 -29.04964  0.281
H5 16.49449 -16.78123 -29.88136  0.208
H6 15.91769 -17.32656 -28.27373  0.259
C5 15.49779 -20.77461 -28.77363  -0.488
N2 14.25584 -20.15695 -28.26042  0.526
O6 14.42204 -19.34936 -27.33193  -0.414
O7 13.23092 -20.68114 -28.61992  -0.349
H7 15.16804 -21.24242 -29.70128  0.235
H8 15.76308 -21.59333 -28.10473  0.232
H9 16.27386 -20.05224 -29.02661  0.228
C6 14.50642 -17.61392 -31.78712  -0.503
N3 14.24942 -18.04840 -30.42912  0.542
O8 13.29855 -18.79487 -30.33056  -0.332
O9 15.18045 -17.94249 -29.60558  -0.438
H10 13.98088 -18.16171 -32.56931  0.229
H11 15.54992 -17.54581 -32.09466  0.275
H12 14.08435 -16.60982 -31.82899  0.221
C7 18.61349 -18.53340 -25.72721  -0.478
N4 17.85890 -19.22012 -26.83347  0.549
O10 17.98802 -20.42990 -27.01639  -0.416
O11 17.27167 -18.46604 -27.58370  -0.387
H13 19.36199 -17.90903 -26.21506  0.246
H14 19.14464 -19.34563 -25.23096  0.227
H15 17.93210 -17.92864 -25.12883  0.261
C8 21.71789 -19.59935 -30.38333  -0.468
N5 22.93498 -18.89899 -29.89354  0.499
O12 23.33983 -19.00901 -28.67311  -0.399
O13 23.67671 -18.48318 -30.78208  -0.338
H16 21.41185 -20.36797 -29.67364  0.225
H17 21.74757 -19.92765 -31.42230  0.242
H18 20.94062 -18.84742 -30.24707  0.221
C9 19.61771 -19.78538 -33.92810  -0.499
N6 20.29428 -19.22279 -32.68722  0.566
O14 19.66481 -19.25214 -31.66762  -0.429
O15 21.44918 -18.90169 -32.87880  -0.331
H19 20.13259 -19.38451 -34.80120  0.241
H20 18.59710 -19.40905 -33.99763  0.218
H21 19.59444 -20.87344 -33.98887  0.260
C10 15.51820 -20.58316 -33.89505  -0.502
N7 15.88468 -21.77860 -33.15684  0.521
O16 16.31755 -22.72067 -33.82372  -0.381
O17 15.81419 -21.72148 -31.91654  -0.397
H22 15.68823 -20.93467 -34.91271  0.221
H23 16.18526 -19.75799 -33.64564  0.267
H24 14.50598 -20.25727 -33.65568  0.230
C11 17.77856 -23.63219 -29.27073  -0.503
N8 18.26530 -23.62233 -30.73348  0.549
O18 17.66598 -24.33819 -31.48957  -0.301
O19 19.26021 -22.96214 -30.98339  -0.422
H25 16.81595 -23.12512 -29.33672  0.254
H26 18.29680 -23.03831 -28.51785  0.234
H27 17.61010 -24.67298 -28.99416  0.233

C11H27N2O6S6 | ωB97M-V/def2-TZVPD

Calculated values
Charge: -1
DFT total energy: -3385.2636 a.u.
2S+1: 1
Frontier orbital gap: 5.5627 eV
LUMO level: 0.063 Eh

Each line ends with the natural charge from an NBO analysis.
Atoms and positions in Å:
O1 0.06792 -5.39387 0.57429  -0.753
C1 -1.06791 -4.97823 0.25877  0.697
O2 -1.97593 -5.79070 -0.10485  -0.764
C2 -1.24623 -3.40989 0.30713  -0.002
N1 -0.63707 -2.71367 -0.88704  -0.518
C3 0.55343 -2.58110 -0.63815  0.237
S1 2.12571 -2.88448 -0.51644  0.053
N2 -2.62192 -2.92585 0.49080  -0.773
S2 -3.66257 -3.18554 -0.87359  0.089
H1 -0.67085 -3.05851 1.20526  0.199
H2 -3.03895 -3.24757 1.36012  0.403
H3 -2.89501 -3.27038 -2.00656  0.137
C4 -1.19019 0.50606 -1.09726  -0.830
S3 -0.04314 1.88286 -0.93466  1.235
O3 0.95175 1.51771 0.11207  -0.987
C5 -1.22289 3.02042 -0.18030  -0.832
H4 -0.65450 -0.34165 -1.51711  0.263
H5 -1.58804 0.23247 -0.11903  0.247
H6 -2.00278 0.78757 -1.76893  0.223
H7 -1.61574 2.59013 0.74187  0.232
H8 -2.03584 3.21857 -0.88011  0.222
H9 -0.70506 3.95237 0.04567  0.224
C6 4.02856 0.57245 0.06441  -0.838
S4 5.36978 0.07430 -1.02720  1.241
O4 5.35519 -1.41520 -1.10261  -0.991
C7 6.70618 0.54328 0.08933  -0.836
H10 3.08300 0.33244 -0.42010  0.266
H11 4.09862 0.03053 1.00901  0.221
H12 4.08202 1.64710 0.23996  0.260
H13 6.60727 0.00557 1.03356  0.224
H14 6.67201 1.61996 0.26203  0.229
H15 7.65431 0.28096 -0.38030  0.221
C8 3.71944 5.86412 -1.09685  -0.832
S5 5.11895 4.73325 -1.18764  1.260
O5 4.73289 3.49322 -0.46282  -0.988
C9 6.19818 5.67958 -0.09682  -0.833
H16 2.90314 5.44461 -1.68346  0.246
H17 3.40017 5.97827 -0.06005  0.232
H18 4.00491 6.83135 -1.51293  0.223
H19 5.72381 5.80597 0.87731  0.230
H20 6.40598 6.65247 -0.54434  0.224
H21 7.13111 5.13003 0.02239  0.240
C10 -7.50491 -4.62522 0.97779  -0.836
S6 -7.04708 -2.92201 0.61165  1.270
O6 -5.83832 -2.60615 1.41606  -0.976
C11 -8.45649 -2.16298 1.44437  -0.835
H22 -6.73051 -5.27911 0.57750  0.261
H23 -7.57858 -4.76694 2.05713  0.224
H24 -8.45836 -4.85730 0.50046  0.217
H25 -8.47179 -2.45827 2.49461  0.224
H26 -9.37997 -2.47207 0.95237  0.219
H27 -8.35370 -1.08087 1.37322  0.235

Q: What is the DFT total energy in the second record?
A: -3605.5371 a.u.